[1]
The following is a quantum chemistry calculation of C17H48O22P5Pb as an isolated structure, from OMol25.

Its frontier orbital gap is 7.899 eV. For the LUMO energy, the calculation gives -4.468 eV. The calculation puts the HOMO energy at -0.4545 Eh. As for the total charge: +1.

Cartesian coordinates (Å):
Pb: 1.67664 2.73634 -2.45663
C: 2.89754 -0.88726 0.09699
C: 2.52842 0.35821 -0.71765
O: 2.83881 1.52711 -0.29356
O: 1.92016 0.22957 -1.77582
H: 2.20151 -1.72204 0.01462
H: 3.11800 -0.60826 1.12736
H: 3.78476 -1.22815 -0.43663
C: 0.16167 -3.22517 0.89983
O: -1.09519 -2.51457 0.62693
P: -2.49141 -3.24124 1.09476
O: -2.79522 -4.55367 0.55059
O: -2.52017 -3.22952 2.73820
C: -3.11732 -4.27261 3.49696
O: -3.45434 -2.05700 0.76366
C: -3.34271 -0.72596 1.23523
H: 0.75516 -2.81079 1.71479
H: 0.72674 -3.15828 -0.02987
H: -0.04301 -4.29335 0.97204
H: -3.50680 -5.16345 3.00417
H: -3.86814 -3.91677 4.20248
H: -2.39198 -4.61754 4.23387
H: -2.66926 -0.65615 2.08945
H: -4.37403 -0.48579 1.49369
H: -3.10833 0.01284 0.46885
C: 1.81711 -2.68941 -3.82822
O: 2.63092 -3.87683 -3.96324
P: 4.08293 -3.88748 -3.21975
O: 3.99510 -3.95271 -1.72716
O: 4.92116 -2.63549 -3.97180
C: 5.10735 -1.42652 -3.25518
O: 4.73738 -5.25445 -3.77017
C: 4.74631 -5.59833 -5.09710
H: 1.89290 -2.00864 -4.67611
H: 2.07350 -2.13492 -2.92550
H: 0.77005 -2.96088 -3.69371
H: 4.34543 -1.44036 -2.47583
H: 4.96894 -0.44921 -3.71757
H: 6.05203 -1.30934 -2.72420
H: 3.85704 -6.20013 -5.28454
H: 5.73031 -5.95775 -5.39820
H: 4.65601 -4.72808 -5.74719
C: -2.99909 2.99425 2.14008
O: -2.23795 2.52737 1.05061
P: -0.91178 3.31695 0.53831
O: -0.19970 2.83271 -0.69665
O: 0.13628 3.37222 1.77734
C: 1.31149 4.11442 1.75468
O: -1.41132 4.86783 0.40273
C: -2.34402 5.09074 -0.62566
H: -3.88212 3.60135 1.94063
H: -2.29980 3.59701 2.71955
H: -3.41746 2.14706 2.68349
H: 1.29579 5.02252 1.15201
H: 1.97396 3.39672 1.27081
H: 1.60853 4.37872 2.76958
H: -2.10805 6.10653 -0.94281
H: -3.33443 5.01162 -0.17741
H: -2.29622 4.36053 -1.43350
C: -1.13294 -0.42998 -4.12656
O: -1.99673 0.17556 -3.23581
P: -2.19431 1.79061 -3.31065
O: -0.92284 2.51399 -3.31314
O: -3.01862 1.99645 -4.70465
C: -3.54826 3.29947 -4.89310
O: -3.34363 2.09698 -2.20196
C: -4.72311 1.75836 -2.27546
H: -0.75675 0.21066 -4.92417
H: -1.72963 -1.26242 -4.49951
H: -0.27206 -0.75411 -3.54183
H: -3.34592 4.00947 -4.09118
H: -4.62073 3.28465 -5.08726
H: -3.07247 3.74219 -5.76815
H: -5.15200 1.24728 -3.13740
H: -5.27394 2.69644 -2.20706
H: -5.02695 1.16582 -1.41250
C: 2.46974 2.79769 5.63613
O: 2.78186 1.65390 4.87610
P: 1.95401 0.27774 5.04380
O: 2.60719 -0.94454 4.60590
O: 1.37742 0.33399 6.58695
C: 0.37422 -0.69744 6.87182
O: 0.55139 0.51861 4.24450
C: 0.50150 0.18974 2.92301
H: 1.55909 2.80977 6.23503
H: 2.42128 3.59878 4.89856
H: 3.20206 2.98232 6.42206
H: -0.48756 -0.10671 7.18236
H: 0.55369 -1.42266 7.66551
H: -0.10628 -1.29208 6.09489
H: -0.04436 -0.75229 2.87077
H: 1.37659 -0.07864 2.33116
H: -0.06103 0.86588 2.27920

=====

[2]
The following is a quantum chemistry calculation of C14H22InO5P as an isolated structure, from OMol25.

Its frontier orbital gap is 7.049 eV. For the LUMO energy, the calculation gives -8.596 eV. The calculation puts the HOMO energy at -0.5749 Eh. As for the total charge: +2.

Cartesian coordinates (Å):
O: -1.72772 -5.71825 -2.54927
C: -1.12789 -4.76197 -2.66030
In: 1.08824 -0.35048 -1.86006
O: 3.88641 -2.68447 -1.32597
C: 3.04723 -1.89957 -1.34733
C: 2.78013 1.42910 -2.53138
O: 3.37280 2.23132 -3.05435
C: 0.02733 0.68355 -3.72530
O: -0.13522 1.14420 -4.79286
C: 2.06268 -1.43829 -4.23616
O: 2.33650 -1.74967 -5.27466
H: -0.63235 -0.67358 -2.35956
C: 0.41016 -2.42660 1.16500
C: -0.62922 -1.29201 1.29062
C: -0.90290 -0.95543 2.75459
P: -0.22803 0.17037 0.25065
C: -1.76629 0.94174 -0.32587
C: -2.83147 1.00583 0.75618
C: -1.52739 2.28469 -1.00207
C: 0.81506 1.37287 1.17024
C: 0.06128 2.17377 2.22594
C: 2.08853 0.73577 1.74026
H: 1.42242 -2.09866 1.44649
H: 0.45410 -2.84857 0.15107
H: 0.11823 -3.23247 1.85543
H: -1.57934 -1.62313 0.83709
H: 0.00079 -0.64408 3.29205
H: -1.68090 -0.19513 2.88229
H: -1.27034 -1.86909 3.23923
H: -2.12474 0.24830 -1.09678
H: -2.54487 1.61261 1.61353
H: -3.72539 1.46387 0.33179
H: -3.12112 0.01915 1.11558
H: -0.98468 2.19952 -1.94288
H: -2.50182 2.71306 -1.23401
H: -0.99807 2.98639 -0.36061
H: 1.11648 2.07157 0.36562
H: -0.31171 1.53789 3.03274
H: 0.75954 2.88795 2.67683
H: -0.76615 2.75671 1.81399
H: 2.68475 0.24078 0.96708
H: 2.70655 1.53454 2.16733
H: 1.87839 0.01587 2.53777

=====

[3]
The following is a quantum chemistry calculation of one molecule with the formula C7H7NOS, from OMol25.

Its frontier orbital gap is 9.659 eV. The relative energy (zero: lowest compared OMol25 entry of this formula, charge and spin) is 99.1 kcal per mole. For the LUMO energy, the calculation gives 0.656 eV. The calculation puts the HOMO energy at -0.3308 Eh. As for the total charge: 0. As for the SMILES: C#C[C@H](ON)c1cccs1.

Cartesian coordinates (Å):
C: 3.18747 0.77713 -0.06819
C: 2.27289 -0.00038 -0.07019
C: -1.74164 1.76673 -0.05174
C: -0.45314 1.14762 -0.46960
C: -2.14079 1.10313 1.08415
C: -0.07570 0.11186 0.34794
C: 1.14736 -0.81746 0.20727
N: -0.24529 -2.56582 -0.91252
O: 0.89535 -1.73449 -0.89209
S: -1.13703 -0.09771 1.75706
H: 3.80964 1.52797 -0.28723
H: -2.29999 2.57853 -0.55630
H: -0.03959 1.16851 -1.45866
H: -2.93029 1.41519 1.73359
H: 1.33155 -1.46153 1.14165
H: -1.06203 -2.22507 -1.50619
H: -0.51877 -2.69420 0.00104

=====

[4]
The following is a quantum chemistry calculation of a 2-piece molecular cluster, C9H14 overall, from OMol25.

Its frontier orbital gap is 9.740 eV. The relative energy (zero: lowest compared OMol25 entry of this formula, charge and spin) is 55.7 kcal per mole. For the LUMO energy, the calculation gives 1.003 eV. The calculation puts the HOMO energy at -0.3211 Eh. As for the total charge: 0. As for the SMILES: Cc1ccccc1.CC.

Cartesian coordinates (Å):
C: 0.76795 -0.57877 3.33484
C: -0.19685 -1.59477 3.95167
H: 0.61656 -0.73223 2.29118
H: 0.26309 0.35860 3.60283
H: 1.87984 -0.47531 3.60971
H: 0.02153 -2.66345 3.63087
H: -1.11161 -1.45016 3.46649
H: -0.34065 -1.39644 5.07668
C: -0.46515 2.40168 -3.02397
C: 0.28975 -1.26167 -1.04419
C: 1.05592 -0.11374 -0.67124
C: -0.81105 -1.09075 -1.92959
C: 0.84674 1.15615 -1.29192
C: -1.15608 0.21880 -2.32624
C: -0.26886 1.33130 -2.10575
H: 0.38692 -2.18860 -0.66169
H: 1.70799 -0.19869 0.20523
H: -1.32231 -1.98620 -2.40068
H: 1.67855 1.78982 -1.09451
H: -2.09064 0.24576 -2.88331
H: 0.35987 3.21291 -2.64216
H: -1.56871 2.91622 -2.97356
H: -0.54279 2.09955 -4.12068

=====

[5]
The following is a quantum chemistry calculation of a 11-piece molecular cluster, C32H68Br8N4O7 overall, from OMol25.

Its frontier orbital gap is 9.250 eV. For the LUMO energy, the calculation gives 0.305 eV. The calculation puts the HOMO energy at -0.3287 Eh. As for the total charge: 0. As for the SMILES: CN(C)C=O.CN(C)C=O.CN(C)C=O.CN(C)C=O.C1CCOC1.C1CCOC1.C1CCOC1.BrCCBr.BrCCBr.BrCCBr.BrCCBr.

Cartesian coordinates (Å):
Br: -2.37902 3.16487 -3.48506
C: -1.05027 1.88976 -4.08563
C: -0.21357 2.47015 -5.22320
Br: 1.20956 1.15664 -5.67960
H: -1.68846 1.02702 -4.37442
H: -0.43839 1.62339 -3.21894
H: 0.37492 3.35432 -4.88775
H: -0.69824 2.71602 -6.17087
Br: 3.82475 -2.28229 6.00848
C: 1.98134 -2.64041 5.78091
C: 1.61539 -2.03505 4.48989
Br: -0.27705 -2.30533 4.11256
H: 1.37251 -2.26827 6.64539
H: 1.85819 -3.69139 5.63401
H: 2.15822 -2.48238 3.70328
H: 1.83216 -1.00992 4.43471
Br: 5.96775 -0.70884 0.46159
C: 5.41818 1.04772 -0.14277
C: 4.56281 1.75746 0.80147
Br: 5.50040 2.60877 2.34415
H: 4.73733 0.89857 -0.97898
H: 6.32320 1.68587 -0.34831
H: 3.75293 1.17139 1.12415
H: 4.19019 2.63314 0.20697
Br: 3.01000 -4.83903 -1.05941
C: 1.49058 -5.93907 -1.76890
C: 1.32481 -5.71538 -3.24082
Br: 0.56592 -3.96438 -3.48873
H: 0.66172 -5.65106 -1.14532
H: 1.81539 -6.97653 -1.57054
H: 0.64032 -6.47449 -3.69623
H: 2.28100 -5.82520 -3.74181
C: 0.62519 -0.19473 0.00010
C: 0.22442 0.82723 -1.04377
C: 1.48461 1.66787 -1.19860
O: 2.55602 0.68192 -1.16648
C: 1.98223 -0.54471 -0.55099
H: -0.14928 -1.02293 0.04448
H: 0.73957 0.24340 1.02516
H: -0.72401 1.40527 -0.75448
H: 0.14330 0.30568 -2.02981
H: 1.58824 2.41051 -0.38399
H: 1.58377 2.20923 -2.09468
H: 2.54023 -0.99403 0.34817
H: 1.86331 -1.30280 -1.31379
C: -5.28374 -0.97076 4.60374
C: -5.58964 -1.74714 5.92677
C: -5.55977 -3.14570 5.48670
O: -4.77891 -3.21235 4.31828
C: -5.04343 -2.02446 3.57126
H: -4.37516 -0.34023 4.57457
H: -6.15403 -0.27735 4.43172
H: -6.51767 -1.27951 6.34651
H: -4.71358 -1.57695 6.57438
H: -6.57820 -3.60093 5.27959
H: -5.19765 -3.82185 6.10669
H: -5.95427 -2.21671 2.92061
H: -4.18907 -1.89950 2.92885
C: 2.92453 6.82013 -2.23313
C: 3.67549 5.96257 -1.18836
C: 2.67015 5.63624 -0.10881
O: 1.36177 5.89033 -0.66266
C: 1.41865 6.50245 -1.92237
H: 3.22902 6.45519 -3.22459
H: 3.18519 7.89358 -2.16111
H: 4.53330 6.44410 -0.78085
H: 3.89528 5.04677 -1.70181
H: 2.81916 6.23768 0.78470
H: 2.73915 4.58344 0.23642
H: 0.76840 7.44613 -1.91232
H: 0.94208 5.77335 -2.57659
C: 3.72058 2.20274 -3.90345
O: 3.75209 3.38456 -4.21326
N: 4.48079 1.21193 -4.26484
C: 4.10915 -0.07156 -3.84403
C: 5.56883 1.45978 -5.23455
H: 2.86775 1.87900 -3.27427
H: 3.86794 -0.14181 -2.82375
H: 4.95056 -0.67103 -3.90564
H: 3.34930 -0.66527 -4.41109
H: 6.45942 0.90036 -4.84075
H: 5.25215 1.10846 -6.26979
H: 5.76023 2.50583 -5.25704
C: -2.78226 -1.85487 -1.63872
O: -1.98163 -1.15697 -2.22547
N: -3.99046 -1.52622 -1.25743
C: -4.95752 -2.37835 -0.67194
C: -4.53161 -0.18359 -1.74553
H: -2.55758 -2.86023 -1.30952
H: -4.39827 -3.32011 -0.54453
H: -5.67845 -2.59448 -1.45825
H: -5.38281 -1.94438 0.21109
H: -3.84078 0.41733 -2.31100
H: -5.50288 -0.41688 -2.28832
H: -4.82031 0.29693 -0.86268
C: -2.57082 -3.73408 1.92779
O: -2.30487 -2.78982 1.18975
N: -1.74415 -4.76071 2.23476
C: -2.15493 -5.65158 3.28103
C: -0.43301 -4.96239 1.64447
H: -3.47543 -3.76339 2.48121
H: -2.51502 -6.62910 2.89816
H: -3.01857 -5.22961 3.78903
H: -1.47890 -5.65000 4.09205
H: -0.48662 -4.98234 0.51500
H: 0.22954 -4.14173 1.98783
H: -0.02723 -5.88399 1.87375
C: -2.89390 2.20588 0.61007
O: -3.75397 1.54067 1.14650
N: -2.03202 3.05684 1.24164
C: -1.14385 4.00890 0.61567
C: -2.12339 3.06097 2.70656
H: -2.80658 2.07645 -0.51764
H: -1.31965 4.00794 -0.44812
H: -0.08486 3.76887 0.83359
H: -1.37691 4.94758 1.03235
H: -3.13710 3.32650 2.95360
H: -2.00132 2.12612 3.17956
H: -1.46989 3.80441 3.13631

=====

[6]
The following is a quantum chemistry calculation of an isolated ion of composition C26H52FN4S2 and charge +1, from OMol25.

Its frontier orbital gap is 5.945 eV. For the LUMO energy, the calculation gives -4.573 eV. The calculation puts the HOMO energy at -0.3866 Eh. As for the total charge: +1. As for the SMILES: CCCCCCCCN(CCCCCCCC)C(=S)SCCC[C@@H]1NC(N)=[NH+][C@H]1C[C@@H](C)F.

Cartesian coordinates (Å):
C: 3.12338 1.22593 2.61397
C: 2.30121 0.13846 1.89072
C: 3.11648 -1.13445 1.66757
C: 4.23698 -0.95274 0.63558
C: 3.82102 -1.38447 -0.79113
C: 3.92017 -0.26635 -1.84007
C: 2.54541 0.34085 -2.15252
C: 1.67811 -0.57559 -2.98379
N: 0.30495 -0.04834 -3.15429
C: -0.66318 -1.12971 -3.40126
C: -1.63959 -1.23102 -2.24041
C: -2.36517 -2.58807 -2.17811
C: -2.45189 -3.14902 -0.74922
C: -2.19287 -4.65954 -0.56928
C: -1.20727 -5.33404 -1.51325
C: 0.30454 -5.04752 -1.31149
C: 0.67535 -3.90563 -0.37284
C: 0.21447 1.01035 -4.07814
S: 0.07636 0.83609 -5.67272
S: 0.46193 2.68825 -3.51839
C: -0.45459 3.10187 -1.99072
C: 0.55034 3.25939 -0.85094
C: 0.10736 3.80444 0.52028
C: -0.77612 2.99892 1.47246
N: -1.68574 1.94865 0.90092
C: -2.92522 2.42247 0.92359
N: -4.04006 1.68484 0.69626
N: -2.98489 3.74973 1.28586
C: -1.80126 3.88189 2.18724
C: -2.06141 3.66528 3.66256
C: -2.58914 2.29191 4.07391
C: -1.99618 1.78396 5.37551
F: -3.97520 2.37843 4.19801
H: 2.48782 1.80416 3.27375
H: 3.91950 0.75706 3.18061
H: 3.59089 1.87591 1.88404
H: 1.42511 -0.10035 2.49089
H: 1.99806 0.51938 0.91719
H: 2.42859 -1.91538 1.34776
H: 3.54603 -1.46656 2.60844
H: 5.07903 -1.56814 0.93449
H: 4.58680 0.07383 0.61612
H: 2.80275 -1.75896 -0.73597
H: 4.44430 -2.20348 -1.13305
H: 4.33134 -0.64572 -2.77200
H: 4.54083 0.54845 -1.48445
H: 2.70282 1.28300 -2.66628
H: 2.04790 0.51629 -1.20415
H: 1.55411 -1.48884 -2.40763
H: 2.14255 -0.85424 -3.93121
H: -1.23411 -0.97260 -4.30926
H: -0.16767 -2.08960 -3.51187
H: -1.04286 -1.05065 -1.35424
H: -2.32542 -0.40091 -2.36837
H: -1.90399 -3.26977 -2.88096
H: -3.38120 -2.40937 -2.52052
H: -1.79756 -2.60490 -0.07023
H: -3.45553 -2.96151 -0.37540
H: -3.14462 -5.17733 -0.63910
H: -1.83973 -4.82051 0.44602
H: -1.34092 -6.40135 -1.36053
H: -1.45886 -5.18696 -2.55731
H: 0.74956 -4.84015 -2.27984
H: 0.76339 -5.94381 -0.91025
H: 0.44621 -4.10829 0.66796
H: 1.75228 -3.76233 -0.42779
H: 0.24365 -2.95828 -0.68419
H: -0.96502 4.04716 -2.15118
H: -1.21525 2.34884 -1.81050
H: 1.26719 4.00234 -1.19325
H: 1.11962 2.34604 -0.73758
H: -0.31144 4.80125 0.41011
H: 1.04048 3.93915 1.05919
H: -0.17004 2.49503 2.22242
H: -1.70299 1.02629 1.33971
H: -4.49805 1.20217 1.45032
H: -4.40855 1.54973 -0.22629
H: -2.86620 4.38927 0.50382
H: -1.47453 4.91703 2.13356
H: -2.80664 4.39821 3.95407
H: -1.14605 3.85749 4.21180
H: -2.40939 1.52306 3.32055
H: -2.70614 1.09851 5.82142
H: -1.09695 1.22659 5.13430
H: -1.76945 2.60859 6.03903

=====

| no. | molar mass (g mol⁻¹) | E_tot (eV) | F_max (eV/Å) |
| --- | --- | --- | --- |
| 1 | 966.6 | -115147.578 | 4.5 |
| 2 | 416.1 | -39554.491 | 8.1 |
| 3 | 153.2 | -21739.984 | 3.4 |
| 4 | 122.2 | -9557.767 | 5.5 |
| 5 | 1260.1 | -614916.345 | 4.8 |
| 6 | 503.9 | -58145.687 | 2.0 |